Computed, not measured: C29H21ClIrN3O6STe4 as an isolated structure at a distorted geometry, with ωB97M-V/def2-TZVPD.

XYZ file:
```
66
Properties=species:S:1:pos:R:3:nbo_charge:R:1
O 3.697 -2.173 -0.635 -0.9198
H -4.883 -1.313 -2.020 0.2316
C 1.808 5.727 -1.749 -0.2142
H 0.763 6.348 0.047 0.2326
H 3.161 -2.744 4.181 0.2103
Cl -6.645 -0.905 0.202 -0.0343
C 1.884 3.241 -0.584 -0.1707
C 0.577 -0.596 3.715 -0.0875
H 3.227 -4.581 -1.514 0.2296
C -1.485 1.814 -1.363 -0.5974
H 1.553 -1.381 5.476 0.2076
C -0.369 0.173 4.432 -0.1166
O 1.945 1.147 -2.139 -0.4560
H -1.299 1.780 -2.439 0.2073
O 1.828 -1.626 -2.146 -0.9658
H -1.442 2.845 -1.002 0.2116
H -3.233 2.540 0.583 0.2229
Te -0.229 -1.012 -2.226 0.7996
C 2.432 -2.120 3.678 -0.1778
H 2.072 2.306 -0.081 0.2379
H 1.813 6.715 -2.191 0.2151
H 2.212 -6.846 -1.415 0.2135
H -0.182 -2.972 0.525 0.2357
S 2.267 -2.045 -0.726 2.3189
C -4.746 1.023 0.427 -0.2288
N 2.410 2.188 -2.644 0.5112
Te -1.064 -3.215 -3.546 -0.3261
C 0.444 -6.168 -0.399 -0.1872
Te -1.917 0.669 -5.676 -0.5652
C -3.572 1.661 0.043 -0.2166
C 1.263 4.276 0.091 -0.1220
C -1.300 0.878 3.756 -0.2484
C 1.244 5.534 -0.481 -0.1625
H -1.202 -5.217 0.601 0.2191
C -3.340 0.165 -1.791 -0.1550
C 2.254 3.398 -1.890 0.0721
C -2.815 1.209 -1.033 -0.0467
C 0.402 3.868 1.260 0.7638
N -0.467 0.121 1.623 -0.4806
C 2.264 -4.739 -1.049 -0.1161
C 1.689 -5.997 -0.993 -0.2293
O 2.765 2.213 -3.790 -0.3367
H 3.194 -2.616 1.725 0.2335
H -2.079 1.329 1.804 0.2250
Ir 0.103 0.945 -0.421 0.7432
C 2.277 4.652 -2.488 -0.2134
C -0.229 -5.084 0.146 -0.1898
C 1.574 -3.659 -0.508 -0.3688
C -4.505 -0.495 -1.423 -0.2423
O 0.258 4.597 2.232 -0.6683
C -1.316 0.807 2.348 0.1448
H -0.328 0.184 5.515 0.2094
C 2.441 -2.058 2.269 -0.2959
H -0.009 -7.152 -0.370 0.2120
C 1.540 -1.385 4.393 -0.2225
C -5.184 -0.074 -0.293 -0.0465
H 2.599 4.750 -3.515 0.2414
C 0.536 -0.567 2.306 0.1076
C 1.551 -1.265 1.588 0.2354
H -2.871 -0.110 -2.735 0.2249
Te 0.399 0.318 -4.573 0.0462
O -0.198 2.741 1.052 -0.7957
C 0.333 -3.819 0.093 -0.1860
H -2.032 1.492 4.262 0.2230
H -5.322 1.378 1.272 0.2185
N 1.483 -1.099 0.203 -1.0150
```

Computed properties:
- DFT total energy: -3768.0923 a.u.
- HOMO energy (spin up / spin down): -3.719 / -3.751 eV
- Spin multiplicity: 2
- ⟨S²⟩: 0.7647
- ΔE to the lowest compared entry with this formula, charge and spin: 381.89 kJ/mol
- Net charge: -1
- Orbital gap (spin up / spin down): 4.49 / 4.73 eV